{"formula": "C58H117Cl4F3FeN11O15S3", "method": "the ωB97M-V functional and the def2-TZVPD basis", "species": ["Fe", "C", "O", "C", "C", "N", "H", "H", "C", "C", "O", "C", "H", "H", "H", "H", "H", "H", "H", "H", "H", "H", "H", "H", "H", "H", "C", "O", "C", "C", "N", "H", "H", "C", "C", "O", "C", "H", "H", "H", "H", "H", "H", "H", "H", "H", "H", "H", "H", "H", "H", "S", "O", "O", "O", "O", "S", "O", "O", "O", "O", "C", "F", "F", "F", "S", "O", "O", "O", "C", "C", "N", "C", "C", "C", "C", "H", "H", "H", "H", "H", "H", "H", "H", "H", "H", "H", "H", "H", "H", "H", "C", "C", "N", "C", "C", "C", "C", "H", "H", "H", "H", "H", "H", "H", "H", "H", "H", "H", "H", "H", "H", "H", "C", "C", "N", "C", "C", "C", "C", "H", "H", "H", "H", "H", "H", "H", "H", "H", "H", "H", "H", "H", "H", "H", "C", "C", "N", "C", "C", "C", "C", "H", "H", "H", "H", "H", "H", "H", "H", "H", "H", "H", "H", "H", "H", "H", "C", "Cl", "Cl", "Cl", "Cl", "N", "C", "C", "C", "C", "H", "H", "H", "H", "H", "N", "C", "C", "C", "C", "H", "H", "H", "H", "H", "N", "C", "C", "C", "C", "H", "H", "H", "H", "H", "N", "C", "C", "C", "C", "H", "H", "H", "H", "H", "N", "C", "C", "C", "C", "H", "H", "H", "H", "H"], "positions_angstrom": [[-1.254, 0.840, 4.616], [-7.220, 8.430, -0.333], [-5.784, 8.748, -0.350], [-5.367, 9.335, 0.863], [-3.933, 9.778, 0.728], [-3.024, 8.535, 0.696], [-2.232, 8.652, 1.312], [-3.535, 7.715, 0.991], [-2.584, 8.171, -0.730], [-1.901, 6.874, -0.706], [-2.609, 5.889, 0.000], [-2.017, 4.598, -0.094], [-7.557, 7.965, -1.260], [-7.915, 9.249, -0.147], [-7.414, 7.557, 0.290], [-5.404, 8.660, 1.719], [-5.934, 10.198, 1.212], [-3.661, 10.294, 1.649], [-3.795, 10.446, -0.123], [-2.096, 9.002, -1.238], [-3.569, 8.043, -1.178], [-0.869, 6.985, -0.371], [-1.974, 6.515, -1.732], [-2.496, 3.987, 0.671], [-0.947, 4.523, 0.102], [-2.243, 4.225, -1.093], [-0.347, 5.731, 2.553], [0.898, 5.527, 1.907], [1.686, 4.663, 2.763], [3.048, 4.453, 2.150], [2.899, 3.951, 0.678], [2.051, 3.408, 0.602], [2.769, 4.750, 0.074], [3.857, 2.870, 0.144], [3.575, 2.763, -1.344], [2.252, 2.309, -1.502], [1.871, 2.067, -2.834], [-1.084, 6.361, 2.054], [-0.125, 6.119, 3.547], [-0.901, 4.796, 2.628], [1.220, 3.679, 2.818], [1.745, 4.997, 3.800], [3.593, 3.701, 2.721], [3.647, 5.357, 2.046], [3.700, 1.933, 0.678], [4.865, 3.273, 0.238], [4.234, 2.077, -1.878], [3.689, 3.716, -1.860], [2.108, 2.904, -3.491], [0.790, 1.938, -2.895], [2.277, 1.129, -3.212], [0.807, -0.301, 5.667], [0.958, -0.178, 7.094], [1.771, -1.196, 5.138], [-0.560, -0.735, 5.307], [0.588, 0.968, 4.989], [-1.611, 3.195, 5.649], [-1.794, 1.814, 6.114], [-0.480, 3.843, 6.242], [-1.413, 2.703, 4.298], [-2.870, 3.901, 5.737], [0.292, -0.581, 0.531], [-0.514, -1.669, 0.639], [1.381, -0.865, 1.088], [0.553, -0.292, -0.766], [-0.506, 0.966, 1.299], [-0.710, 0.612, 2.747], [0.495, 2.022, 1.132], [-1.724, 1.071, 0.532], [7.098, 0.756, -1.306], [7.137, -0.726, -1.728], [5.972, -1.149, -2.592], [6.163, -2.516, -3.070], [7.209, -2.671, -4.121], [4.786, -1.119, -1.735], [3.455, -1.589, -2.279], [6.369, 0.889, -0.507], [6.776, 1.340, -2.168], [8.084, 1.107, -1.002], [8.027, -0.811, -2.352], [7.438, -1.328, -0.871], [6.421, -3.146, -2.219], [5.222, -2.941, -3.420], [8.115, -2.132, -3.844], [7.589, -3.657, -4.386], [6.904, -2.250, -5.080], [4.502, -0.118, -1.408], [4.955, -1.667, -0.808], [3.415, -2.654, -2.506], [3.102, -1.013, -3.135], [2.690, -1.390, -1.529], [-4.042, 2.105, 2.796], [-4.231, 1.272, 4.087], [-3.246, 0.189, 4.258], [-3.459, -0.761, 3.102], [-2.574, -2.062, 3.251], [-3.643, -0.454, 5.509], [-5.027, -1.172, 5.604], [-4.856, 2.829, 2.755], [-4.010, 1.569, 1.848], [-3.135, 2.710, 2.767], [-4.141, 1.978, 4.913], [-5.247, 0.910, 4.238], [-4.482, -1.041, 2.849], [-3.095, -0.283, 2.193], [-2.752, -2.699, 4.118], [-2.791, -2.790, 2.470], [-1.490, -1.963, 3.299], [-3.668, 0.178, 6.396], [-2.871, -1.139, 5.860], [-5.141, -1.988, 4.891], [-5.870, -0.528, 5.356], [-5.088, -1.518, 6.636], [1.301, -8.990, -1.503], [1.733, -7.657, -0.847], [2.809, -6.891, -1.504], [2.451, -6.375, -2.870], [3.387, -7.059, -3.893], [3.263, -5.798, -0.636], [4.597, -5.104, -1.136], [0.920, -8.884, -2.518], [0.588, -9.578, -0.925], [2.191, -9.603, -1.644], [0.946, -6.905, -0.902], [1.848, -7.885, 0.213], [1.439, -6.515, -3.250], [2.660, -5.305, -2.876], [4.431, -6.947, -3.599], [3.107, -8.073, -4.175], [3.251, -6.547, -4.846], [3.518, -6.228, 0.332], [2.489, -5.060, -0.425], [4.662, -4.096, -0.726], [4.735, -5.069, -2.217], [5.466, -5.611, -0.717], [-2.460, -3.868, -5.419], [-1.958, -3.267, -4.156], [-0.616, -2.637, -4.209], [-0.730, -1.393, -5.040], [0.612, -0.711, -5.383], [-0.106, -2.390, -2.872], [0.147, -3.627, -2.038], [-2.789, -3.040, -6.048], [-3.347, -4.461, -5.201], [-1.758, -4.561, -5.884], [-2.720, -2.710, -3.610], [-1.828, -4.129, -3.502], [-1.210, -1.612, -5.994], [-1.348, -0.683, -4.491], [1.108, -1.311, -6.146], [0.379, 0.242, -5.859], [1.290, -0.510, -4.554], [-0.756, -1.625, -2.447], [0.854, -1.899, -3.034], [-0.688, -3.807, -1.361], [0.945, -3.554, -1.298], [0.405, -4.394, -2.769], [-6.814, 2.889, -0.245], [-6.718, 1.620, 0.989], [-7.784, 2.443, -1.640], [-7.613, 4.329, 0.546], [-5.150, 3.210, -0.794], [-3.938, -8.120, -0.593], [-2.655, -7.777, -0.824], [-2.331, -6.682, -0.098], [-3.542, -6.300, 0.557], [-4.566, -7.138, 0.159], [-4.395, -8.927, -0.994], [-2.057, -8.483, -1.382], [-1.341, -6.251, -0.115], [-3.638, -5.486, 1.261], [-5.628, -7.053, 0.334], [3.491, -0.125, 3.320], [3.762, 1.191, 3.752], [4.926, 1.572, 3.134], [5.414, 0.498, 2.323], [4.565, -0.578, 2.524], [2.776, -0.685, 3.762], [3.136, 1.681, 4.484], [5.383, 2.535, 3.304], [6.315, 0.622, 1.741], [4.622, -1.628, 2.277], [2.408, 5.748, -3.702], [2.488, 5.465, -5.045], [1.311, 4.794, -5.357], [0.547, 4.721, -4.254], [1.202, 5.371, -3.218], [3.182, 6.172, -3.211], [3.334, 5.655, -5.688], [1.037, 4.372, -6.312], [-0.404, 4.215, -4.177], [0.938, 5.618, -2.201], [1.282, -3.720, 3.840], [0.829, -4.847, 4.521], [0.547, -5.862, 3.594], [0.803, -5.274, 2.367], [1.285, -3.988, 2.517], [1.434, -2.834, 4.302], [0.775, -4.724, 5.592], [0.227, -6.885, 3.731], [0.766, -5.756, 1.402], [1.540, -3.270, 1.752], [-5.627, -1.751, -0.090], [-5.002, -0.851, -0.842], [-3.726, -1.190, -1.172], [-3.552, -2.342, -0.470], [-4.694, -2.726, 0.137], [-6.564, -1.821, 0.281], [-5.447, 0.075, -1.177], [-2.981, -0.613, -1.700], [-2.626, -2.887, -0.354], [-4.962, -3.619, 0.682]], "atomic_forces_ev_per_a": [[-1.4, -0.1, -0.8], [0.3, -1.3, -0.4], [-1.7, 0.3, 0.3], [0.3, 0.0, 0.0], [0.2, -0.6, 0.9], [0.1, 1.4, -1.7], [0.3, 0.0, 0.2], [-0.3, -0.5, 0.4], [-2.3, 0.6, 0.9], [0.6, -1.5, -1.1], [0.0, 1.2, 1.2], [-0.5, -0.6, 0.1], [0.8, 0.6, -0.7], [0.6, 0.3, 0.4], [0.2, 0.4, 0.9], [-0.2, -0.6, 0.0], [-0.4, 0.2, -0.5], [0.0, 0.2, -0.1], [0.4, -0.4, -0.1], [0.3, -0.2, 0.4], [0.0, 0.0, -0.4], [0.3, -0.3, 0.1], [1.0, 0.3, -0.6], [-0.1, -0.1, -0.2], [0.2, 0.6, 0.0], [0.2, -0.3, 0.0], [-0.4, -0.6, 0.7], [0.5, 0.0, 0.1], [-0.3, -0.5, -0.9], [0.1, 0.0, -1.1], [0.1, -1.5, 1.5], [-1.4, -0.1, 0.3], [0.3, 0.1, -0.3], [0.5, 1.6, -0.9], [-0.7, -0.7, -0.5], [-0.3, 0.2, 0.6], [-0.4, -0.2, -0.4], [0.7, 0.6, -0.6], [-0.5, 0.0, 0.2], [0.2, -0.4, 0.5], [-0.4, -0.1, 0.0], [0.1, 0.4, 0.0], [-0.1, 0.0, -0.2], [0.0, 0.0, 0.2], [0.0, 0.3, 0.2], [0.1, -0.4, 0.4], [0.5, -0.2, 0.4], [0.1, 0.5, 0.0], [0.3, 0.0, 0.0], [0.0, 0.1, 0.4], [0.5, 0.0, 0.0], [-1.1, 0.1, 4.4], [0.2, 0.2, -0.2], [2.1, -1.5, -2.1], [-3.0, -4.9, 0.6], [4.6, 4.3, -1.3], [-1.4, 1.9, 2.0], [-1.2, -2.9, 5.3], [0.4, 0.5, -0.2], [1.7, 2.6, -6.5], [-0.2, 0.8, 0.1], [-2.9, 1.1, -0.6], [0.2, 0.9, -0.6], [3.3, -0.7, 1.7], [-0.5, -0.3, 0.2], [0.1, -0.5, 1.4], [0.5, -0.1, -3.8], [-0.5, -0.5, -0.1], [0.2, 0.4, 0.2], [-0.7, -0.6, -0.4], [0.7, 0.9, -1.6], [0.3, 0.4, 1.4], [-0.1, -0.9, 0.5], [1.2, 0.7, -1.2], [-0.9, 0.3, 0.3], [-0.4, -0.3, -0.3], [0.1, 0.2, 0.1], [0.0, 0.1, 0.0], [-0.1, -0.1, 0.2], [0.0, 0.0, -0.3], [-0.9, -0.6, 0.3], [0.2, -0.3, 0.4], [-0.1, 0.4, -0.1], [0.0, 0.1, 0.0], [-0.6, -0.4, 0.6], [-0.2, 0.2, 0.0], [0.9, 0.4, 0.0], [0.2, -0.3, 0.3], [-0.1, 0.1, -0.1], [0.3, -0.1, -0.3], [0.1, -0.2, 0.3], [-0.2, 0.2, 0.0], [0.5, 1.9, -0.6], [-2.4, -0.8, -0.7], [2.6, -1.4, -0.1], [-0.6, -0.5, 0.2], [-0.7, -1.7, 2.0], [0.7, 0.2, -0.9], [-0.2, 0.0, 0.0], [-0.3, -0.3, 0.2], [0.2, -0.2, 0.6], [0.5, 0.0, 0.1], [0.0, -0.3, -0.7], [-0.4, 0.2, 0.7], [0.1, 0.2, 0.2], [-0.5, 0.5, 0.5], [-0.1, 0.4, -0.6], [-0.1, 0.7, -0.3], [0.2, 1.1, -0.7], [0.1, -0.4, -0.6], [0.3, -0.4, 0.2], [0.0, 0.2, 0.5], [-0.3, -0.1, -0.2], [1.0, 0.4, -0.6], [-1.3, 0.5, -0.8], [0.2, -0.2, -0.1], [1.6, -1.2, 0.2], [-0.6, 0.9, -0.6], [1.4, -0.2, -0.3], [-0.7, -0.4, 0.7], [-0.3, 0.3, 0.0], [0.0, 0.3, 0.2], [0.2, -0.1, 0.2], [-1.2, -0.4, 0.4], [0.9, 0.4, 0.0], [-0.4, -0.1, 0.7], [-0.1, 0.0, -0.1], [-0.1, -0.4, 0.0], [0.2, -0.3, 0.7], [0.2, 0.4, -0.2], [-0.2, -0.1, 0.1], [-0.3, 0.3, -0.2], [-0.2, 0.2, -0.2], [-0.3, 0.1, 0.0], [0.0, -0.3, -0.1], [-0.8, 0.4, -0.5], [1.5, -1.5, 1.6], [-1.2, -0.1, -1.8], [1.2, -0.4, 1.2], [-0.6, -0.4, -0.4], [0.7, 1.3, -0.7], [-0.4, 0.3, 0.3], [0.1, -0.4, -0.7], [-0.1, 0.1, 0.1], [0.2, 0.4, -0.2], [-0.2, 0.8, -0.2], [0.2, -0.1, 0.3], [-0.1, -0.2, 0.2], [-0.4, 0.3, 0.1], [0.3, 0.0, 0.2], [0.0, 0.2, 0.0], [-0.2, -0.2, 0.0], [-0.1, 0.0, 0.8], [0.0, 0.1, 0.1], [-0.4, -0.7, -0.6], [0.5, 0.5, -0.4], [-0.3, -0.5, 0.5], [0.1, 0.2, 0.6], [-0.5, 0.1, -0.5], [0.0, -0.2, 0.1], [0.7, -0.5, -0.5], [-0.4, 0.3, 0.2], [-1.9, 0.3, -0.5], [0.7, -1.5, -0.2], [-0.3, 0.2, 0.1], [-0.2, 0.6, 0.0], [1.5, -0.1, 0.4], [0.1, 0.3, 0.0], [0.2, 0.3, -0.1], [-0.2, 0.2, 0.4], [-0.1, 0.1, -0.2], [0.2, -0.4, 0.1], [2.3, 1.4, -0.3], [-0.1, -2.0, -1.0], [-0.3, 0.2, 0.1], [-0.2, 0.2, 0.6], [-1.3, 1.3, 0.8], [-0.2, -0.3, 0.2], [-0.1, -0.1, -0.1], [0.2, 0.0, -0.2], [0.0, -0.6, 0.0], [0.0, 0.2, -0.3], [1.1, 0.7, -1.1], [-0.6, -0.9, -0.1], [2.0, 0.3, -2.5], [-2.0, 0.3, 2.9], [-0.3, -0.4, 0.3], [-0.5, 0.1, 0.1], [0.1, 0.1, 0.4], [0.2, 0.1, 0.0], [0.0, 0.2, 0.1], [-0.1, -0.3, 0.0], [-0.6, -1.5, 0.7], [0.3, 0.5, -0.3], [0.2, 1.1, 1.5], [0.8, 0.3, -2.1], [-0.5, -0.3, -0.4], [0.1, 0.3, 0.1], [-0.1, -0.5, 0.0], [0.0, 0.2, 0.3], [-0.2, -0.1, 0.0], [0.1, 0.0, 0.2], [0.2, -1.4, 0.7], [-1.0, 3.7, -2.3], [-0.5, 1.3, 0.2], [2.4, -3.1, 0.8], [-0.8, -0.9, 0.9], [0.2, 0.6, -0.4], [-0.5, -0.1, 0.2], [-0.3, 0.0, 0.0], [0.0, -0.2, -0.2], [0.2, 0.1, 0.0]], "multiplicity": 6, "lumo_energy_ha": -0.0435, "gap_ev": 5.6, "total_energy_ha": -8609.39403, "s2": 8.76}